(1)
A cluster of 5 separate species, C10H30O5 in total in a non-equilibrium geometry, computed with ωB97M-V/def2-TZVPD.

```
45
Properties=species:S:1:pos:R:3:mulliken_charge:R:1
C -3.4798 -2.8836 -0.1134 -0.988
C -4.9226 -3.3088 -0.2761 -0.286
O -4.9137 -4.7083 -0.5129 -0.516
H -3.3431 -1.8044 -0.0351 0.313
H -2.9319 -3.2472 -0.9827 0.311
H -3.0530 -3.3031 0.7995 0.308
H -5.3619 -2.7684 -1.1226 0.274
H -5.4984 -3.0694 0.6245 0.292
H -5.8196 -5.0189 -0.5957 0.294
C -0.3737 -0.4522 -0.0170 -0.655
C 1.0177 -0.3197 0.5705 -0.559
O 1.9936 -0.0303 -0.4564 -0.504
H -1.0682 -0.5840 0.8149 0.108
H -0.4740 -1.2644 -0.7372 0.329
H -0.6187 0.4434 -0.5920 0.327
H 1.3233 -1.2482 1.0623 0.494
H 1.0912 0.4889 1.2998 0.241
H 2.5608 -0.8037 -0.5785 0.316
C 2.5612 3.6077 -1.0363 -0.904
C 1.0560 3.6989 -1.1120 -0.242
O 0.4136 2.8251 -0.1874 -0.441
H 3.0486 4.0677 -1.9015 0.339
H 2.9044 2.5724 -0.9801 0.208
H 2.9544 4.1395 -0.1671 0.249
H 0.6663 3.5224 -2.1201 0.258
H 0.7419 4.7085 -0.8362 0.250
H 0.8500 1.9679 -0.2442 0.223
C 6.1750 -1.6209 -1.4501 -0.982
C 4.8494 -2.1873 -1.9013 -0.244
O 3.8537 -2.1570 -0.8377 -0.532
H 6.1444 -0.5342 -1.4278 0.260
H 6.9735 -1.9349 -2.1327 0.337
H 6.5029 -1.9946 -0.4791 0.284
H 4.9211 -3.2139 -2.2644 0.325
H 4.4044 -1.5914 -2.6951 0.248
H 3.9739 -2.9559 -0.3178 0.262
C -2.5572 1.7859 2.7095 -0.860
C -3.4135 2.9006 2.1754 -0.121
O -4.6631 3.0308 2.9007 -0.544
H -2.4630 1.8645 3.7931 0.357
H -1.5721 1.8025 2.2370 0.125
H -2.9600 0.7911 2.4893 0.288
H -3.6604 2.7599 1.1203 0.217
H -2.9174 3.8626 2.2855 0.248
H -4.9162 2.1643 3.2284 0.294
```

Values from the calculation:
M, g mol⁻¹: 230.345
SMILES: CCO.CCO.CCO.CCO.CCO
DFT total energy, eV: -21092.6016
Kohn-Sham gap, eV: 10.5
Energy above the lowest of the compared OMol25 structures with the same formula, charge and spin, eV: 0.591

(2)
A cluster of 5 separate species, C10H30O5S5 in total in a non-equilibrium geometry, computed with ωB97M-V/def2-TZVPD.

```
50
Properties=species:S:1:pos:R:3:mulliken_charge:R:1
C -5.4040 5.6033 -0.1025 -0.870
S -4.7899 5.4349 -1.7987 0.504
O -4.3350 6.8465 -2.1697 -0.628
C -3.2084 4.6077 -1.4165 -0.909
H -5.0160 4.8078 0.5337 0.303
H -6.4652 5.7739 0.0792 0.311
H -4.8273 6.4241 0.3240 0.320
H -3.2694 3.8102 -0.6759 0.339
H -2.5344 5.3500 -0.9890 0.338
H -2.7682 4.1788 -2.3167 0.292
C 2.7639 1.8018 -0.9683 -0.936
S 2.7750 0.1300 -1.6857 0.481
O 2.8532 -0.8679 -0.5406 -0.590
C 1.0859 0.2820 -2.4386 -0.893
H 1.9215 2.0116 -0.3091 0.316
H 2.7362 2.5481 -1.7622 0.358
H 3.6872 2.0146 -0.4294 0.320
H 0.7035 -0.7089 -2.6836 0.314
H 1.0192 0.9665 -3.2843 0.359
H 0.4251 0.6869 -1.6722 0.271
C 8.6174 -0.1241 2.2368 -0.785
S 10.4370 -0.4366 2.1946 0.481
O 11.0199 1.0066 2.1321 -0.632
C 10.7125 -1.0207 3.9547 -0.904
H 8.5651 0.9643 2.2632 0.278
H 8.1374 -0.5388 3.1233 0.289
H 8.0900 -0.4974 1.3590 0.309
H 10.0729 -1.8779 4.1647 0.327
H 10.5315 -0.2105 4.6611 0.312
H 11.7316 -1.3164 4.2040 0.326
C -6.8583 -0.6901 -3.0635 -0.870
S -5.4370 -1.7367 -2.4446 0.480
O -4.7209 -1.0427 -1.2703 -0.607
C -6.4963 -2.9974 -1.5847 -0.936
H -7.5802 -0.5014 -2.2689 0.293
H -7.3124 -1.3525 -3.8005 0.328
H -6.5653 0.2175 -3.5911 0.323
H -5.9355 -3.7705 -1.0594 0.318
H -7.0722 -3.5662 -2.3147 0.354
H -7.1227 -2.5707 -0.8013 0.316
C -0.8818 -3.0002 2.5718 -0.881
S -0.4980 -4.7591 2.1608 0.498
O -1.6289 -5.5069 2.8548 -0.620
C -1.0379 -4.6081 0.3803 -0.855
H -0.4883 -2.3693 1.7747 0.307
H -0.4251 -2.9266 3.5587 0.308
H -1.9047 -2.7017 2.8014 0.330
H -1.1181 -5.6217 -0.0126 0.324
H -0.2328 -4.1262 -0.1744 0.336
H -1.9519 -4.0202 0.2961 0.256
```

Values from the calculation:
M, g mol⁻¹: 390.680
DFT total energy, eV: -75264.0052
Kohn-Sham gap, eV: 9.1
Energy above the lowest of the compared OMol25 structures with the same formula, charge and spin, eV: 1.828

(3)
A structure of composition C10H30O5S5Tl in a non-equilibrium geometry, computed with ωB97M-V/def2-TZVPD.

```
51
Properties=species:S:1:pos:R:3:mulliken_charge:R:1
Tl 1.1440 1.3610 0.1607 0.992
C -2.5139 -0.6627 2.2663 -0.528
S -2.9579 0.4702 0.8877 0.433
O -1.7214 0.7655 -0.0215 -0.147
C -3.9585 -0.7921 -0.1028 -0.866
H -2.4196 -0.1250 3.2097 0.340
H -1.7181 -1.3863 2.0898 -0.090
H -3.4232 -1.2625 2.3028 0.449
H -4.5021 -0.2359 -0.8664 0.337
H -4.6468 -1.4641 0.4099 0.438
H -3.2193 -1.4825 -0.5091 0.223
C -2.4790 5.0719 2.1690 -0.995
S -1.9189 3.3595 2.5395 0.570
O -0.9085 2.9998 1.4380 -0.424
C -0.9533 3.7945 4.0430 -1.054
H -1.8839 5.7608 1.5696 0.351
H -2.7528 5.6119 3.0754 0.420
H -3.3708 4.8692 1.5760 0.332
H -1.4615 4.0848 4.9625 0.442
H -0.1874 4.5304 3.7981 0.372
H -0.5193 2.8570 4.3904 0.340
C 0.4040 -3.5360 1.0454 -0.864
S -0.0299 -2.7319 -0.5770 0.472
O 0.0985 -1.1934 -0.6415 -0.220
C 1.3789 -3.5512 -1.5706 -0.725
H -0.1368 -3.0797 1.8745 0.246
H 1.4844 -3.4443 1.1568 0.229
H 0.2035 -4.6068 1.0115 0.459
H 1.4599 -4.6281 -1.4232 0.436
H 2.3154 -3.0811 -1.2707 0.059
H 1.2419 -3.2906 -2.6201 0.306
C -2.5383 0.6344 -3.6384 -0.850
S -0.7395 1.0273 -3.7947 0.407
O -0.2278 1.1344 -2.3802 -0.342
C -0.2808 -0.6632 -4.3680 -0.593
H -2.6669 -0.4269 -3.4262 0.284
H -3.0203 0.7180 -4.6124 0.482
H -2.9441 1.3210 -2.8954 0.256
H 0.8068 -0.7345 -4.3743 0.382
H -0.8182 -0.8798 -5.2912 0.447
H -0.5708 -1.1991 -3.4642 -0.062
C 5.1311 0.3839 1.1776 -0.897
S 4.4175 -1.2292 0.6466 0.500
O 2.9913 -0.9708 0.2271 -0.390
C 5.4662 -1.5190 -0.8606 -1.040
H 6.1923 0.3690 0.9289 0.375
H 4.9969 0.4747 2.2554 0.359
H 4.6527 1.2762 0.7739 0.229
H 6.4510 -1.5801 -0.3975 0.438
H 5.5075 -0.6719 -1.5453 0.334
H 5.1457 -2.4468 -1.3346 0.349
```

Values from the calculation:
Total charge: +3
M, g mol⁻¹: 595.063
DFT total energy, eV: -79928.5105
Kohn-Sham gap, eV: 2.6
Energy above the lowest of the compared OMol25 structures with the same formula, charge and spin, eV: 2.110

(4)
A structure of composition C10H31AsOSe3Si3TeTi in a non-equilibrium geometry, computed with ωB97M-V/def2-TZVPD.

```
51
Properties=species:S:1:pos:R:3:mulliken_charge:R:1
Ti 0.6031 0.5639 -0.2373 0.572
Se -0.4412 1.6530 1.6333 -0.207
Se -2.1020 1.2771 -0.0057 -0.204
Te -1.1094 2.1507 -2.1611 0.115
Se 0.4973 0.2609 -2.6173 -0.367
C -1.0118 -2.2390 -0.5782 -0.803
O -0.2546 -1.3478 0.2997 0.314
H -1.2926 -3.1211 -0.0098 0.340
H -0.3575 -2.5159 -1.3953 0.252
H -1.8910 -1.7259 -0.9550 0.281
H -0.6771 -1.3112 1.1724 0.184
C 3.3281 -2.9590 -1.0389 -0.770
Si 4.1813 -1.3299 -0.9190 -0.014
C 5.8626 -1.3776 -0.1929 -0.881
C 4.1547 -0.3271 -2.4589 -0.754
As 2.6744 -0.2075 0.6902 0.717
Si 2.6193 -1.3769 2.8424 0.278
C 1.5123 -2.8317 2.5870 -0.963
C 1.9729 -0.1772 4.0756 -0.857
C 4.3737 -1.8473 3.1131 -0.993
Si 3.4509 2.0836 0.8800 0.160
C 5.2879 2.0862 0.7266 -1.067
C 2.6018 2.8474 -0.6014 -1.143
C 2.9174 2.8833 2.4541 -0.879
H 3.8050 -3.5963 -1.7900 0.459
H 2.2837 -2.8199 -1.3254 0.119
H 3.3622 -3.4860 -0.0832 0.235
H 6.5139 -1.8791 -0.9188 0.408
H 5.9138 -1.9317 0.7405 0.302
H 6.2571 -0.3745 -0.0340 0.290
H 4.8700 -0.7682 -3.1628 0.450
H 4.4672 0.7036 -2.2781 0.198
H 3.1802 -0.3208 -2.9451 0.131
H 0.4817 -2.6039 2.8707 0.325
H 1.8527 -3.6483 3.2302 0.436
H 1.5281 -3.1867 1.5566 0.246
H 1.0936 0.3551 3.7137 0.142
H 2.7343 0.5495 4.3611 0.269
H 1.6777 -0.7277 4.9755 0.432
H 4.6514 -2.6709 2.4554 0.293
H 4.5194 -2.1788 4.1450 0.458
H 5.0411 -1.0038 2.9315 0.318
H 5.6282 1.8337 -0.2797 0.339
H 5.7402 1.3915 1.4370 0.344
H 5.6539 3.0902 0.9663 0.428
H 2.7317 2.2628 -1.5152 0.341
H 3.0197 3.8399 -0.8038 0.512
H 1.5371 3.0340 -0.4145 0.368
H 3.5374 2.5540 3.2911 0.257
H 1.8719 2.7213 2.7144 0.218
H 3.0675 3.9626 2.3380 0.373
```

Values from the calculation:
Total charge: +2
M, g mol⁻¹: 738.884
DFT total energy, eV: -323829.6328
Kohn-Sham gap, eV: 6.6
Energy above the lowest of the compared OMol25 structures with the same formula, charge and spin, eV: 0.523